The following is a quantum chemistry calculation of C9H8BNO in the gas phase, from the Open Molecules 2025 dataset.

E_HOMO (spin up / spin down)	-0.255 / -0.255	Ha
lowest unoccupied orbital energy (spin up / spin down)	0.22 / 0.22	eV
frontier orbital gap (spin up / spin down)	7.2 / 7.2	eV

```
! wB97M-V def2-TZVPD RIJCOSX def2/J DEFGRID3
* xyz 0 1
C -0.7409 -1.4760 -0.3911
H 1.6365 2.3538 0.8175
C -0.8024 1.5504 0.1867
H 3.5706 -1.3664 -0.4267
C 2.7626 -0.6496 -0.1744
N -1.7823 -1.3659 0.2903
H 3.7891 1.0052 0.7017
C 1.5983 1.3772 0.3891
H -3.1294 -2.1684 1.5678
H -0.4466 2.4824 0.5412
C -2.8488 -1.4569 0.7619
H 1.5945 -2.1512 -1.1712
C 2.8423 0.6689 0.2603
C 0.3968 -0.5528 -0.4333
H -0.7779 -2.2058 -1.1486
H -4.1603 1.5509 -0.3472
B -2.1534 1.4226 -0.1637
C 1.5944 -1.2059 -0.5799
C 0.3378 0.7755 0.0899
O -3.2808 1.4122 -0.7704
*
```